1.
Computed, not measured: a molecular structure, C30H55HgN4O2P2 at a distorted geometry, with ωB97M-V with the def2-TZVPD basis set.

Calculated values
HOMO level in Eh: -0.3345
Frontier orbital gap in eV: 7.0
Total charge: +1

Structure (XYZ):
```
94
Properties=species:S:1:pos:R:3:forces:R:3
C 2.334342 -1.296617 -1.096716 0.378 0.156 -0.336
C 1.235550 0.553200 -2.017530 0.008 0.545 0.535
C 3.206786 -1.373550 -2.185166 -0.325 -0.461 0.532
C 2.003479 0.457403 -3.190937 0.000 -0.235 0.055
C 3.019048 -0.495870 -3.249376 -0.340 0.333 0.032
H 3.974458 -2.143026 -2.171250 -0.108 0.130 -0.276
H 1.797204 1.133179 -4.020996 0.143 -0.204 0.188
H 3.643726 -0.573169 -4.133829 -0.030 0.061 0.121
N 1.472426 -0.290399 -0.990934 -0.402 -0.238 -0.280
P 0.690756 -2.544355 0.852430 -0.232 -0.118 -0.167
P -0.027832 2.283635 -0.130855 0.000 -0.161 -0.299
C 2.332554 -2.358265 0.010421 0.326 0.116 0.071
H 2.661521 -3.325688 -0.405591 -0.130 0.330 0.134
H 3.075182 -2.074544 0.775974 -0.257 -0.111 -0.153
C 0.134756 1.541264 -1.817363 -0.701 -0.048 -0.835
H 0.131867 2.324191 -2.587351 0.062 -0.377 0.146
C -1.638122 3.308557 -0.077847 0.193 -0.130 -0.221
C 1.467808 3.430342 0.042991 -0.499 -0.110 -0.026
C -0.374322 -3.586146 -0.295735 -0.040 -0.213 0.172
C 0.997530 -3.369881 2.507324 0.071 -0.195 -0.170
C -2.715230 2.477311 0.640811 -0.108 -0.121 -0.029
H -2.413603 2.238032 1.667725 -0.003 0.078 -0.103
H -3.642607 3.068509 0.683322 0.205 -0.118 0.010
H -2.930025 1.537830 0.121562 0.038 0.194 0.082
C -1.477952 4.615516 0.710707 -0.033 0.111 0.024
H -1.169373 4.429840 1.746226 -0.052 0.061 -0.223
H -0.781649 5.314800 0.236046 -0.170 -0.188 0.162
H -2.458825 5.114250 0.745819 0.209 -0.171 -0.020
C -2.118323 3.620701 -1.495854 -0.310 0.149 -0.058
H -3.027047 4.238365 -1.426547 0.173 -0.130 -0.050
H -1.385119 4.186682 -2.084274 -0.139 -0.143 0.120
H -2.384881 2.702761 -2.031157 0.074 0.323 0.169
C 1.495640 3.968889 1.493392 0.252 0.180 0.027
H 1.079049 3.249811 2.209961 0.020 0.275 -0.133
H 2.539111 4.149520 1.787540 -0.206 0.003 -0.037
H 0.962994 4.920432 1.592143 0.092 -0.321 0.020
C 2.756135 2.621208 -0.186156 0.045 -0.005 -0.054
H 2.824244 1.754875 0.480289 0.005 0.071 -0.152
H 2.851037 2.286376 -1.224607 -0.006 0.020 0.236
H 3.614292 3.275518 0.032186 -0.229 -0.143 -0.061
C 1.391600 4.560557 -1.004322 0.487 0.344 -0.157
H 0.749341 4.332402 -1.865669 0.184 0.034 0.287
H 1.061329 5.509799 -0.564606 0.026 -0.264 -0.160
H 2.399600 4.735306 -1.408905 -0.231 0.063 0.064
C -0.352978 -3.572858 3.215898 -0.047 -0.110 0.099
H -0.173494 -4.072587 4.179034 0.002 0.117 -0.194
H -0.855748 -2.619538 3.428708 0.128 -0.124 -0.104
H -1.044325 -4.206911 2.647370 0.230 0.126 0.120
C 1.877176 -2.444914 3.363472 -0.039 0.188 -0.016
H 2.884251 -2.338587 2.943009 -0.153 -0.005 0.118
H 1.446965 -1.442678 3.478557 0.053 -0.335 0.033
H 1.979699 -2.887834 4.365790 -0.030 0.112 -0.269
C 1.742731 -4.707241 2.369838 0.050 -0.257 0.240
H 2.586278 -4.639601 1.670892 -0.151 -0.049 0.164
H 2.150344 -4.971916 3.356501 -0.041 0.036 -0.229
H 1.091165 -5.531377 2.065074 0.233 0.264 0.049
C -0.084755 -3.198507 -1.752471 0.051 0.262 -0.067
H 0.941661 -3.444317 -2.054151 -0.206 0.026 0.041
H -0.766564 -3.760966 -2.408858 0.146 0.129 0.225
H -0.264688 -2.128806 -1.921553 0.076 -0.287 0.025
C -1.856752 -3.280424 0.012658 -0.073 0.023 -0.008
H -2.158777 -2.311808 -0.415446 0.116 -0.292 0.144
H -2.473278 -4.078003 -0.430626 0.120 0.247 0.102
H -2.066448 -3.253830 1.091167 0.015 -0.077 -0.290
C -0.098337 -5.089813 -0.140214 -0.118 -0.120 -0.119
H 0.968555 -5.329222 -0.251403 -0.273 0.008 0.075
H -0.473536 -5.486178 0.811824 0.142 0.101 -0.265
H -0.637499 -5.616861 -0.942243 0.132 0.136 0.194
Hg -0.168707 -0.191702 0.909477 -0.574 -0.135 -1.435
C 1.203920 0.710476 2.494568 3.648 0.750 1.706
O 2.185139 1.052341 3.012261 -2.053 -0.685 -1.256
N -1.694128 -0.129992 -0.933513 -0.565 -0.341 -0.393
C -1.450264 0.449849 -1.977432 1.187 0.292 0.847
C -2.144264 0.371698 -3.386723 0.478 0.308 0.876
C -1.608538 1.444116 -4.311086 0.052 0.291 -0.341
C -1.785424 -0.985083 -3.983973 0.059 -0.397 0.024
C -3.663774 0.513963 -3.177090 -0.292 -0.042 0.120
H -1.786346 2.446890 -3.915367 0.070 -0.084 -0.164
H -0.533141 1.305360 -4.463786 -0.165 0.107 -0.081
H -2.106404 1.374795 -5.286118 0.109 -0.011 0.159
H -2.109638 -1.804128 -3.329004 0.061 0.212 -0.138
H -2.267133 -1.119077 -4.961201 0.055 0.105 0.166
H -0.698606 -1.056792 -4.129717 -0.191 -0.077 0.017
H -4.117272 1.146468 -3.949911 0.143 -0.124 0.083
H -4.151123 -0.465756 -3.228037 0.056 0.161 0.096
H -3.906368 0.948765 -2.197353 0.076 -0.115 -0.303
N -1.378554 -0.095593 5.103859 -0.103 0.082 -0.094
C -0.348530 0.699302 4.732489 0.013 0.701 -1.205
N 0.703230 0.762582 5.583523 -0.046 0.261 -0.231
O -0.343543 1.288895 3.605677 -0.775 -0.664 2.101
H -1.420728 -0.452709 6.045858 -0.207 -0.027 -0.207
H -2.208846 -0.110722 4.521872 0.314 0.090 0.299
H 1.483906 1.363727 5.332007 -0.445 -0.253 0.268
H 0.595075 0.437566 6.532559 0.292 0.104 -0.170
```
Forces are in eV/Å.

Atom charges from the Mulliken analysis, given in e for atoms 1 to 5:
1 C -0.370
2 C -0.461
3 C -0.966
4 C -0.432
5 C -1.154

2.
Computed, not measured: 8 unconnected molecules or ions with the total composition C30H55N4O11P2S at a distorted geometry, with ωB97M-V with the def2-TZVPD basis set.

Calculated values
HOMO level in Eh: -0.3843
Frontier orbital gap in eV: 5.8
Total charge: +1

Structure (XYZ):
```
103
Properties=species:S:1:pos:R:3:forces:R:3
C 1.313429 0.737572 5.431913 0.671 0.931 -0.077
C 0.983338 1.335637 4.105353 -0.347 -1.470 -1.268
C 0.754538 2.684846 3.948792 -0.022 1.235 2.211
N 0.453870 3.302561 2.832030 0.264 -1.215 -0.059
N 0.378526 2.641662 1.692280 -0.263 1.174 0.043
C 0.617780 1.368166 1.745383 -0.090 -2.200 -1.519
C 0.572147 0.626481 0.410512 -0.308 0.778 0.303
C -0.176912 1.370306 -0.700994 0.684 -0.039 -0.546
S 0.442380 0.766057 -2.324698 0.008 -0.206 -0.093
C 1.698421 1.958578 -2.644757 -1.043 -0.437 0.202
N 1.449776 3.053201 -3.256045 -0.031 0.475 -0.213
N 2.643242 3.736152 -3.293041 -0.276 1.554 -0.792
C 3.518227 3.031113 -2.717242 -0.097 -0.762 0.299
O 2.987473 1.858718 -2.271228 0.808 -0.478 0.535
C 0.915954 0.589107 2.906841 0.879 1.264 1.269
P 1.169420 -1.204702 2.853386 -0.973 -0.597 -0.127
P 2.804591 -1.722410 1.472451 -0.177 -0.125 -0.588
O 2.199067 -2.240553 0.265489 -0.155 -0.222 -0.450
O 3.713275 -0.416932 1.232552 0.043 -0.424 0.595
O 3.662774 -2.827770 2.245762 0.024 1.341 0.181
H 1.180234 -0.334721 5.468337 -0.343 0.132 0.230
H 2.387611 0.906447 5.587615 -0.093 -0.169 0.169
H 0.806771 1.269319 6.237552 -0.138 -0.282 0.000
H 0.826914 3.309604 4.836198 -0.132 0.112 -0.186
H 0.274434 4.299719 2.826916 -0.017 -0.027 -0.287
H 1.601370 0.442188 0.086142 -0.056 0.023 0.029
H 0.123399 -0.361964 0.563456 0.074 0.060 -0.014
H -0.002936 2.444815 -0.720588 0.005 -0.077 0.266
H -1.252653 1.198666 -0.672054 0.080 -0.118 -0.123
H 4.553354 3.280273 -2.563982 0.055 -0.290 0.081
H 1.653581 -1.592001 4.122714 0.291 0.524 -0.245
H 3.378777 0.346455 1.718024 0.210 0.098 -0.017
H 4.218071 -2.343343 2.879940 0.243 -0.546 0.122
C 5.406700 -1.788390 8.033037 -0.316 -0.080 -0.041
C 4.852062 -0.599758 7.294342 -0.028 -0.066 0.074
O 3.681781 -0.543157 6.975754 0.081 0.044 -0.134
C 5.811949 0.516546 6.968936 -0.286 0.092 -0.135
H 4.612662 -2.512476 8.202309 0.004 0.020 0.000
H 6.194523 -2.259864 7.443541 0.136 0.080 0.119
H 5.808076 -1.473873 8.997229 0.174 -0.016 -0.069
H 6.617027 0.143398 6.334237 0.124 0.002 0.158
H 6.230342 0.928219 7.887968 0.159 -0.083 -0.038
H 5.283991 1.307587 6.438955 0.007 -0.002 0.021
C -2.034417 -1.956356 -3.120141 0.142 0.319 -0.028
C -2.953697 -1.209074 -2.187485 -0.026 0.005 0.024
O -2.794712 -0.027551 -1.954285 0.095 -0.064 0.120
C -4.076084 -1.992214 -1.562783 -0.066 0.370 0.110
H -1.273034 -1.279362 -3.503352 -0.021 -0.013 -0.022
H -1.544430 -2.772406 -2.585611 -0.119 -0.121 -0.077
H -2.604344 -2.356258 -3.959964 -0.010 -0.168 0.088
H -3.671589 -2.809621 -0.962586 -0.042 -0.133 -0.158
H -4.728325 -2.391858 -2.340130 0.111 -0.198 0.090
H -4.658646 -1.336202 -0.917488 0.033 0.010 -0.002
C 3.659152 -1.046214 -6.656029 -0.461 0.228 0.174
C 2.680969 -1.104474 -5.511917 -0.025 0.047 -0.085
O 1.722823 -0.364943 -5.454153 -0.021 0.040 0.144
C 2.944357 -2.128288 -4.432173 -0.274 0.134 0.130
H 3.350241 -0.271107 -7.353522 0.015 -0.007 0.007
H 4.655121 -0.808527 -6.286563 0.071 -0.209 -0.060
H 3.681072 -2.001419 -7.178953 0.220 -0.036 0.080
H 3.911571 -1.937042 -3.964451 0.072 -0.146 -0.091
H 2.935126 -3.131974 -4.859796 0.189 -0.003 0.006
H 2.167180 -2.061992 -3.671872 0.015 0.016 -0.008
C -3.940129 4.639795 3.718933 0.138 0.049 0.220
C -3.316937 3.282338 3.883713 -0.096 0.035 0.092
O -2.928144 2.882345 4.961777 0.233 0.010 -0.067
C -3.188636 2.429497 2.646256 0.212 -0.190 0.213
H -3.971264 5.144873 4.681622 -0.034 -0.027 -0.003
H -3.345652 5.239203 3.024811 -0.128 -0.036 -0.142
H -4.958501 4.538389 3.344684 0.038 0.048 -0.104
H -2.560619 2.939304 1.911832 -0.219 0.026 -0.174
H -4.172505 2.231283 2.220416 0.050 0.131 -0.158
H -2.723012 1.479906 2.911282 -0.035 -0.005 0.006
C 6.910957 -2.258530 -10.345431 -0.085 -0.142 0.234
C 6.263086 -1.134859 -9.575245 -0.009 -0.020 0.045
O 5.795481 -1.311445 -8.472846 0.188 0.001 -0.175
C 6.222909 0.219256 -10.238878 -0.132 0.063 0.252
H 6.871187 -3.171275 -9.754621 -0.007 0.022 0.005
H 6.379757 -2.422613 -11.284184 0.137 0.083 -0.089
H 7.954745 -2.016674 -10.551117 -0.045 0.038 -0.173
H 5.662313 0.160564 -11.172968 0.156 0.007 -0.092
H 7.237414 0.566548 -10.440144 -0.023 -0.041 -0.177
H 5.731940 0.931061 -9.578340 0.003 -0.022 0.001
C -5.812807 2.394677 6.651259 0.012 -0.013 -0.290
C -6.729141 3.499678 6.189631 -0.090 0.068 -0.036
O -6.716887 3.906984 5.048406 0.103 -0.097 0.038
C -7.670259 4.079797 7.215087 -0.071 0.173 -0.233
H -5.191539 2.066110 5.823224 0.020 0.002 0.014
H -5.166200 2.756080 7.452011 -0.083 -0.086 0.103
H -6.402832 1.548467 7.007424 0.022 0.064 0.179
H -7.102425 4.512094 8.040442 -0.044 -0.147 0.106
H -8.334809 3.301894 7.593708 0.097 -0.006 0.154
H -8.270498 4.861131 6.753800 0.015 -0.016 -0.008
C -6.580622 -5.954641 -3.089261 0.196 0.163 0.154
C -6.685955 -4.657650 -3.851961 0.002 0.037 -0.017
O -6.025592 -3.689988 -3.546448 -0.035 -0.066 -0.052
C -7.648787 -4.618040 -5.011138 0.104 0.278 -0.011
H -5.855487 -5.843648 -2.285530 -0.008 0.013 -0.016
H -7.548629 -6.213178 -2.657696 -0.023 -0.126 -0.131
H -6.249789 -6.753035 -3.755019 -0.171 -0.064 -0.005
H -8.662269 -4.819744 -4.661258 0.012 -0.169 -0.068
H -7.363351 -5.359661 -5.758646 -0.136 -0.108 0.057
H -7.624205 -3.630888 -5.467651 0.012 -0.009 0.018
```
Forces are in eV/Å.

Atom charges from the Mulliken analysis, given in e for atoms 1 to 5:
1 C -2.058
2 C 1.396
3 C -0.512
4 N 0.075
5 N -0.420